C5H14N3 | wB97M-V/def2-TZVPD

```
22
C5H14N3 (wB97M-V/def2-TZVPD)
C -0.279 1.150 2.052
C 0.507 0.172 1.322
C 0.102 0.762 -0.012
C 1.958 0.033 1.550
C -1.082 0.395 -0.592
N 0.912 1.652 -0.676
N -2.159 -0.257 -0.110
N -0.304 -2.019 -2.741
H -1.285 0.873 2.287
H -0.001 2.166 2.287
H 0.021 -0.732 1.261
H 2.361 0.979 1.757
H 2.302 -0.380 0.580
H 2.103 -0.732 2.363
H -1.174 0.405 -1.662
H 1.859 1.678 -0.442
H 0.526 2.361 -1.204
H -2.961 -0.442 -0.820
H -2.460 -0.506 0.859
H -0.039 -2.547 -3.587
H -1.193 -2.551 -2.402
H 0.286 -2.461 -2.070
```

Summary:
* 2S+1: 1
* orbital gap (alpha / beta): 7.35 / 7.79 eV
* maximum force: 3.03 eV/Å
* DFT total energy: -9873.2356 eV
* net charge: +1
* M: 116.19 g/mol
* ΔE to the lowest compared entry with this formula, charge and spin: 90.6 kcal per mole
* highest occupied orbital energy (alpha / beta): -0.455 / -0.452 Eh